Record 1
Density functional theory data (ωB97M-V/def2-TZVPD) for a 3-piece molecular cluster, C19H47BN3O8 overall.

Element x y z (Å)
C -4.62 1.15 -4.58
C -3.51 0.50 -3.75
C -2.31 1.44 -3.53
C -1.66 1.36 -2.15
C -1.02 0.02 -1.77
O -1.77 -0.75 -0.90
B -2.11 -0.30 0.40
O -1.25 0.41 1.17
O -3.29 -0.73 0.91
C 0.45 0.09 -1.38
O 0.88 -1.26 -1.39
C 0.16 -1.95 -2.37
N -0.84 -0.95 -2.94
H -5.35 0.41 -4.91
H -4.20 1.62 -5.47
H -5.15 1.91 -4.00
H -3.91 0.19 -2.78
H -3.20 -0.41 -4.27
H -2.65 2.47 -3.65
H -1.57 1.31 -4.33
H -2.43 1.58 -1.40
H -0.90 2.14 -2.06
H -1.07 1.34 0.97
H -3.80 -1.28 0.31
H 0.62 0.55 -0.41
H 1.00 0.66 -2.14
H 0.80 -2.30 -3.19
H -0.38 -2.79 -1.94
H -1.71 -1.39 -3.21
H -0.40 -0.47 -3.73
C -1.68 -3.99 1.65
O -0.47 -3.98 0.90
C 0.53 -3.09 1.40
C 1.68 -3.84 2.03
N 1.28 -4.47 3.27
C 2.30 -5.31 3.89
C 2.74 -6.56 3.13
O 1.73 -7.54 3.00
C 0.90 -7.42 1.87
H -2.39 -4.62 1.12
H -1.54 -4.39 2.66
H -2.09 -2.98 1.75
H 0.09 -2.39 2.12
H 0.89 -2.53 0.53
H 2.48 -3.12 2.24
H 2.07 -4.55 1.28
H 0.45 -5.01 3.12
H 1.92 -5.63 4.86
H 3.18 -4.70 4.09
H 3.54 -7.03 3.71
H 3.16 -6.31 2.15
H 1.45 -7.01 1.01
H 0.02 -6.79 2.05
H 0.56 -8.42 1.61
C 1.14 6.43 -1.94
O 2.04 6.39 -0.86
C 1.57 7.04 0.32
C 1.41 6.04 1.44
N 0.33 5.10 1.15
C 0.21 4.00 2.08
C 1.36 3.01 2.18
O 1.56 2.25 0.98
C 2.41 2.83 0.01
H 1.66 6.00 -2.80
H 0.23 5.85 -1.75
H 0.85 7.45 -2.19
H 0.63 7.55 0.12
H 2.31 7.79 0.61
H 1.17 6.57 2.37
H 2.38 5.54 1.59
H 0.47 4.74 0.21
H -0.70 3.44 1.82
H 0.03 4.41 3.08
H 1.13 2.28 2.96
H 2.30 3.50 2.46
H 3.19 3.46 0.45
H 1.85 3.44 -0.71
H 2.88 2.01 -0.53

Results
Total charge: +1
Energy relative to the best compared isomer or geometry (same formula, charge and spin), kcal per mole: 0.0
Orbital gap, Eh: 0.271

Want to see where the charge sits? The Mulliken charges in e are: atom 1 (C): -1.53, atom 2 (C): -0.15, atom 3 (C): -1.00, atom 4 (C): -0.78, atom 5 (C): 0.57, atom 6 (O): -0.81, atom 7 (B): 0.95, atom 8 (O): -0.22, atom 9 (O): -0.56, atom 10 (C): -0.25, atom 11 (O): -0.38, atom 12 (C): -0.51, atom 13 (N): 0.02, atom 14 (H): 0.41, atom 15 (H): 0.36, atom 16 (H): 0.39, atom 17 (H): 0.25, atom 18 (H): 0.21, atom 19 (H): 0.57, atom 20 (H): 0.42, atom 21 (H): 0.37, atom 22 (H): 0.31, atom 23 (H): 0.07, atom 24 (H): 0.28, atom 25 (H): 0.05, atom 26 (H): 0.48, atom 27 (H): 0.40, atom 28 (H): 0.32, atom 29 (H): 0.23, atom 30 (H): 0.42, atom 31 (C): -0.58, atom 32 (O): -0.37, atom 33 (C): -0.49, atom 34 (C): -0.24, atom 35 (N): -0.29, atom 36 (C): -0.71, atom 37 (C): -0.47, atom 38 (O): -0.43, atom 39 (C): -0.50, atom 40 (H): 0.25, atom 41 (H): 0.34, atom 42 (H): 0.20, atom 43 (H): 0.42, atom 44 (H): 0.12, atom 45 (H): 0.36, atom 46 (H): 0.17, atom 47 (H): 0.09, atom 48 (H): 0.38, atom 49 (H): 0.40, atom 50 (H): 0.37, atom 51 (H): 0.32, atom 52 (H): 0.26, atom 53 (H): 0.14, atom 54 (H): 0.32, atom 55 (C): -0.73, atom 56 (O): -0.35, atom 57 (C): -0.80, atom 58 (C): -0.20, atom 59 (N): -0.21, atom 60 (C): -0.70, atom 61 (C): -0.67, atom 62 (O): -0.25, atom 63 (C): -0.80, atom 64 (H): 0.24, atom 65 (H): 0.28, atom 66 (H): 0.37, atom 67 (H): 0.40, atom 68 (H): 0.41, atom 69 (H): 0.40, atom 70 (H): 0.19, atom 71 (H): 0.00, atom 72 (H): 0.27, atom 73 (H): 0.42, atom 74 (H): 0.34, atom 75 (H): 0.49, atom 76 (H): 0.38, atom 77 (H): 0.28, atom 78 (H): 0.30

Record 2
Density functional theory data (ωB97M-V/def2-TZVPD) for C4H3DyFO5 as an isolated structure in a non-equilibrium geometry.

Element x y z (Å)
C 1.05 0.56 0.58
C -0.29 0.56 1.33
F 2.02 0.05 1.40
H 1.35 1.55 0.22
H -0.55 -0.47 1.60
H -0.14 1.13 2.26
O -1.33 1.19 0.62
C -2.00 0.57 -0.43
O -2.89 1.25 -0.90
O 0.50 -2.30 -0.94
Dy -1.42 -1.49 -1.52
O 1.57 -1.06 -2.42
O 0.88 -0.21 -0.54
C 1.24 -1.33 -1.28

Results
Total charge: +1
Energy relative to the best compared isomer or geometry (same formula, charge and spin), kcal per mole: 27.2
Orbital gap (alpha / beta), Eh: 0.298 / 0.251
Multiplicity: 6

Want to see where the charge sits? The Mulliken charges in e are: atom 1 (C): 0.40, atom 2 (C): -0.52, atom 3 (F): -0.27, atom 4 (H): 0.27, atom 5 (H): 0.31, atom 6 (H): 0.36, atom 7 (O): -0.22, atom 8 (C): -0.11, atom 9 (O): -0.34, atom 10 (O): -0.59, atom 11 (Dy): 1.93, atom 12 (O): -0.51, atom 13 (O): -0.24, atom 14 (C): 0.54